1 | The following is a DFT calculation (ωB97M-V/def2-TZVPD) of a molecular structure, CH5FN2.

```
9
Properties=species:S:1:pos:R:3:nbo_charge:R:1
H 1.55320 0.51935 -1.01626 0.166
H -0.44167 -0.38943 -1.30442 0.361
H -1.92844 -0.97003 1.05982 0.389
N -1.65626 -0.70528 0.13121 -0.012
F -2.26453 0.83971 0.25711 -0.453
H 2.37610 -0.15305 0.37106 0.156
N -0.51373 -0.79374 -0.39149 -0.331
C 1.62289 0.46178 0.08858 -0.467
H 1.25244 1.19070 0.80439 0.190
```

Properties
* HOMO level (alpha / beta): -8.82 / -9.33 eV
* Kohn-Sham gap (alpha / beta): 0.2990 / 0.3482 Eh

***

2 | The following is a DFT calculation (ωB97M-V/def2-TZVPD) of 2 unconnected molecules or ions with the total composition CH5FN2.

```
9
Properties=species:S:1:pos:R:3:nbo_charge:R:1
H 1.62366 0.91133 0.81711 0.281
H -1.34576 -0.72032 -1.10005 0.206
N 1.92852 0.70500 -0.11068 -0.044
N -0.89394 0.87379 0.17118 -0.450
H -0.03810 -1.04574 0.01746 0.234
C -1.01378 -0.52924 0.03019 -0.500
H -0.22056 1.36282 -0.37685 0.310
F 1.75158 -0.66136 -0.10705 -0.240
H -1.79163 -0.89628 0.65870 0.202
```

Properties
* HOMO level (alpha / beta): -9.73 / -9.72 eV
* Kohn-Sham gap (alpha / beta): 0.3173 / 0.3456 Eh

***

Which one is most stable, and which one is least stable? 2 is the most stable of them, while 1 is the least stable.

***

1 | The following is a DFT calculation (ωB97M-V/def2-TZVPD) of a molecular structure, C21H20BCl2N10S2V.

```
57
Properties=species:S:1:pos:R:3:nbo_charge:R:1
H -4.31744 -1.60926 -1.01591 0.029
H -1.44608 -5.72011 0.09613 0.383
C 0.90608 -1.96335 3.70497 -0.121
N -2.19348 -3.69205 -2.19388 -0.245
V -0.06776 0.22836 1.40405 0.905
N -0.45392 -3.78959 -0.83787 -0.083
H -2.52969 3.98382 3.13055 0.408
N -0.80344 3.13673 0.61243 -0.412
C 0.20116 3.02148 -1.95964 -0.016
H -3.49163 -0.46199 -2.44681 -0.001
N -0.04176 2.06734 0.28066 -0.252
H -4.64019 0.37789 -1.02635 0.022
C -1.36471 -2.67276 -2.39151 0.114
C 2.76769 -1.45637 -1.44284 -0.238
H 1.76720 -4.04080 6.26620 0.233
H -2.31875 4.03297 -3.97554 0.222
C 0.93732 4.78270 -3.42252 -0.214
S -0.34737 -1.79866 2.48942 -0.096
C 1.84246 -3.19485 5.59770 -0.215
N -0.30233 -2.71372 -1.57567 -0.311
C 2.02012 -1.19679 -0.30764 0.125
H -0.53680 5.55039 -4.77619 0.216
S -0.94114 1.76285 2.96229 -0.147
C 2.94343 -1.20642 4.85080 -0.218
H 1.97147 -1.89914 0.51400 0.227
H 1.89726 1.33448 -3.14580 0.244
B -3.87442 -0.52125 -1.29343 -0.590
C 1.97440 -1.08179 3.87403 -0.078
H 3.61723 -2.39880 6.49813 0.225
H -2.29006 4.77731 1.60765 0.408
H -1.84947 2.42190 -2.16119 0.237
N -1.68205 -0.09091 0.26810 -0.657
H 3.33257 -2.37384 -1.51347 0.234
N -1.57549 -4.32649 -1.23265 0.156
C 2.87280 -2.27840 5.72360 -0.206
C -2.60489 -0.29031 -0.40121 0.484
N -2.11590 -5.44536 -0.61418 -0.597
H -2.19829 -6.17564 -1.31333 0.372
C -1.07094 3.08398 -2.52153 -0.183
C -0.32891 4.84076 -3.98595 -0.202
H 1.71740 5.44885 -3.76715 0.216
N -2.01147 4.07995 2.27716 -0.771
N 1.29999 -0.08596 -0.17002 -0.499
H 2.19204 3.82324 -1.96784 0.214
C 1.95967 0.60565 -2.35107 -0.227
C 0.46183 2.01826 -0.90246 0.185
C 0.88543 -3.03684 4.60986 -0.067
Cl -0.37389 -4.22111 4.51280 0.029
C 1.26913 0.81797 -1.17050 0.186
H 3.27609 -0.72763 -3.39295 0.226
C 2.72479 -0.54515 -2.47986 -0.124
Cl 2.14137 0.28246 2.78217 0.113
H 3.73542 -0.47430 4.92051 0.231
H -1.55359 -1.89899 -3.11389 0.224
C 1.20491 3.86900 -2.41290 -0.212
C -1.33064 3.99005 -3.53682 -0.205
C -1.26275 3.05027 1.83736 0.315
```

Properties
* HOMO level (alpha / beta): -8.04 / -8.37 eV
* 2S+1: 3
* Kohn-Sham gap (alpha / beta): 0.2640 / 0.2706 Eh

***

2 | The following is a DFT calculation (ωB97M-V/def2-TZVPD) of a molecular structure, C21H20BCl2N10S2V.

```
57
Properties=species:S:1:pos:R:3:nbo_charge:R:1
N 1.26368 -1.55833 0.56275 -0.264
C 3.37498 -3.91622 -0.99691 -0.232
H 1.02339 5.75857 -0.79033 0.390
C 2.92872 2.29272 -0.98584 0.123
H 1.80430 -2.52584 4.14307 0.406
N 2.10466 4.13407 -0.77864 0.170
H 2.53568 -4.30987 -1.55957 0.216
H 4.66616 -5.56300 -1.46394 0.216
N 1.91663 5.45576 -0.42797 -0.602
C 4.29830 -2.23003 0.45233 -0.193
H 3.43212 1.35043 3.73155 0.014
S -1.40204 1.86760 0.54356 -0.099
H 0.10080 0.40326 -4.79814 0.234
N 1.14730 3.40603 -1.27489 -0.059
C -3.07353 1.37932 0.33674 -0.111
C 5.49115 -2.93194 0.50353 -0.205
C -5.76975 0.69881 -0.17211 -0.212
H 2.06921 -1.11120 -5.04655 0.227
H 2.70023 6.00675 -0.74917 0.383
C 2.15403 -1.55268 -2.95008 -0.240
B 2.39269 1.93888 3.50553 -0.591
N 1.57807 -2.05117 1.77698 -0.425
C 0.02600 0.12741 -2.68414 0.130
H 6.57077 -4.66221 -0.16928 0.217
Cl -2.19958 -0.98709 -0.63496 0.125
H 6.31559 -2.54810 1.09056 0.221
C -3.45315 0.16839 -0.24300 -0.085
C 1.57051 -1.31082 -1.71633 0.177
N 0.88405 -2.17294 3.93491 -0.763
H -6.80012 0.45199 -0.39111 0.223
H -0.79228 0.81417 -2.51941 0.229
C -5.45670 1.88656 0.46983 -0.214
N 0.52718 -0.46852 -1.59440 -0.517
Cl -3.79953 3.70746 1.53125 0.030
H 2.53690 3.14051 3.47194 0.027
H 4.17743 -1.30585 1.00463 0.233
C 1.82428 1.42615 2.14520 0.513
H 1.51320 1.60101 4.28157 0.028
C 3.23991 -2.71047 -0.31608 -0.015
C 0.53861 -0.09037 -3.94264 -0.259
C 0.66405 -1.73575 2.68530 0.318
C -4.76077 -0.18003 -0.51913 -0.218
N 1.32737 0.98203 1.19567 -0.683
S -0.81235 -0.90662 2.33458 -0.110
C -4.13559 2.21621 0.71755 -0.071
C 1.62757 -0.93735 -4.07342 -0.120
H 3.62119 1.46786 -0.97156 0.212
N 3.24228 3.51577 -0.58073 -0.262
V -0.03307 0.01198 0.28055 0.863
C 4.56841 -4.62422 -0.93411 -0.201
C 5.63300 -4.12254 -0.20008 -0.204
H 3.00354 -2.21861 -3.01085 0.244
H 0.37113 -1.73091 4.67792 0.411
N 1.66028 2.19861 -1.40869 -0.308
H -4.98474 -1.12653 -0.99315 0.229
C 2.00812 -1.89674 -0.44054 0.217
H -6.23804 2.56303 0.78786 0.232
```

Properties
* HOMO level (alpha / beta): -7.65 / -7.93 eV
* 2S+1: 3
* Kohn-Sham gap (alpha / beta): 0.2481 / 0.2467 Eh

***

Which one is most stable, and which one is least stable? 1 is the most stable of them, while 2 is the least stable.

***

1 | The following is a DFT calculation (ωB97M-V/def2-TZVPD) of 9 unconnected molecules or ions with the total composition C18H54O9.

```
81
Properties=species:S:1:pos:R:3:lowdin_charge:R:1
H -1.90868 -1.43073 5.70761 0.090
H -0.06831 3.28719 -3.30370 0.041
H -0.12536 3.06563 0.43175 0.038
H -1.80181 -3.25045 5.86375 0.075
H -1.29543 2.31687 2.20484 0.039
H 0.69840 0.96588 -3.82012 0.041
C 0.17101 3.38304 -4.34899 -0.043
C -0.15420 3.34207 3.63863 -0.486
H 3.44810 0.61887 -1.36223 0.033
O 0.58315 -2.42210 0.58650 -0.057
H 1.12230 -0.42736 -2.01510 0.018
H 1.41234 3.75282 2.56235 0.093
H 0.05511 2.81595 5.77247 0.095
H 4.23381 0.98276 -0.07558 0.025
H 1.14649 -1.86264 0.04809 0.002
H -0.57687 3.84461 -1.08561 0.077
H 2.17435 -0.28996 -5.06930 0.025
C -1.37905 0.67663 -0.08623 -0.063
H 1.44748 -1.67361 4.98952 0.067
C 3.02031 -3.35886 -5.68107 -0.048
H 3.36897 1.83405 -4.56222 0.074
C 1.28655 2.45584 -4.88537 -0.399
H -5.34431 -4.66398 1.97279 0.081
H -0.53574 -2.26571 6.52504 0.090
O 0.51364 4.07998 2.64196 -0.036
H 4.24307 -2.23921 -3.54754 0.081
H 2.60336 -3.75422 -4.76662 0.073
H 0.38498 4.45369 -4.52140 0.089
H -1.86101 3.20653 0.08186 0.121
H 0.24016 1.57502 2.59406 0.099
H 0.26706 -0.30629 4.78259 0.081
H 1.36786 2.61494 -5.98938 0.146
H -0.49547 0.44742 0.59213 0.101
H -6.48135 -2.64573 3.04215 0.142
H -1.69270 -0.26012 -0.58165 0.095
C 4.45552 -1.63212 -4.43963 -0.057
H -0.94542 -2.40272 2.52883 0.063
C -5.42146 -2.62270 2.66874 -0.519
C 0.70267 3.07207 4.90762 -0.045
C -5.36743 -3.63982 1.59365 -0.082
C 2.66857 2.62241 -4.21269 -0.052
H 5.41827 -1.93637 -4.78324 0.063
H 1.27525 2.17985 4.77296 0.052
C 3.32202 -1.85180 -5.47314 -0.443
C -0.81004 3.05822 -0.36616 -0.039
C 0.64055 -1.29207 4.39395 -0.051
O -1.39115 -2.06156 3.31867 -0.073
H -1.49266 1.67455 -1.91326 0.145
C -0.67034 2.06129 3.03575 -0.067
H -5.70548 -1.10701 1.22345 0.094
H 2.76374 2.66594 -3.08714 0.086
H 1.41861 3.79990 5.14623 0.054
H -3.70312 -2.97871 3.70092 0.061
C -1.27006 -2.32105 5.68753 -0.064
H -1.02176 3.89082 4.03777 0.139
H 4.53885 -0.60114 -4.12926 0.060
O 0.45494 1.32525 -1.44819 -0.067
H -6.27840 -3.53387 0.99881 0.083
O -4.66193 -2.99608 3.83739 -0.067
H 1.00350 -1.17634 3.37976 0.063
H -5.65109 -0.44741 2.88726 0.073
O 0.92083 1.03796 -4.73191 -0.078
H 2.32747 -3.55905 -6.49865 0.075
O 3.48264 1.23139 -0.59497 -0.056
H -4.09568 -1.02058 2.14517 0.074
C -0.47801 -2.35522 4.40300 -0.478
C -5.18527 -1.18163 2.22667 -0.055
H 2.93572 3.64913 -4.54438 0.081
H -0.78040 3.23245 -4.81409 0.069
H -0.04838 -3.34114 4.31181 0.129
O 1.82085 -1.11179 -1.98058 -0.069
H -4.44490 -3.57861 1.00466 0.084
H 3.68251 -1.36270 -6.40762 0.139
H -1.23407 1.36298 3.61874 0.077
H 0.83828 -3.34564 0.44774 0.048
H 1.07945 1.58875 -0.80114 0.055
C -0.84981 1.69301 -1.02100 -0.500
H 3.91974 -3.91749 -5.92657 0.074
H -2.22800 1.02014 0.48482 0.072
O 2.10513 -1.23010 -5.02511 -0.074
H 1.89155 -1.43019 -2.89916 0.025
```

Properties
* HOMO level: -9.83 eV
* SMILES: CC(C)O.CC(C)O.CC(C)O.CC(C)O.CC(C)O.CC(C)O.O.O.O
* Kohn-Sham gap: 0.3740 Eh

***

2 | The following is a DFT calculation (ωB97M-V/def2-TZVPD) of 9 unconnected molecules or ions with the total composition C18H54O9.

```
81
Properties=species:S:1:pos:R:3:lowdin_charge:R:1
O -0.21111 0.28649 0.53189 -0.010
H -4.34086 -0.02734 0.58982 0.082
H 3.34128 3.16229 1.89658 0.074
H 4.05260 1.58499 -1.34814 0.064
H -6.48537 -2.98507 2.50838 0.077
C 4.82566 1.03498 1.13212 -0.038
C -3.77907 -2.26559 2.24993 -0.057
H 2.48454 -0.56696 -3.50376 0.076
C 2.26692 -0.86487 -2.48432 -0.125
C 1.25402 -3.28420 0.30944 -0.526
H 5.92252 0.84402 0.98019 0.090
H -2.07143 2.50112 -0.98234 0.059
C -6.31646 -1.91755 2.35129 -0.048
H -1.48793 0.51864 -0.52742 0.059
H 2.77090 -4.21479 -0.76271 0.089
C 0.51588 4.78090 0.04639 -0.490
H 5.70495 2.26244 -1.09035 0.084
H -0.21711 -0.52819 1.01166 0.049
H -5.02389 -2.24408 0.56976 0.132
H 1.00760 -4.93498 -1.03820 0.092
H -2.90958 -3.67952 -1.93584 0.085
H 1.84958 -2.37671 0.21941 0.127
H 2.34522 -0.18079 4.26060 0.070
H -0.41412 -2.64648 -0.45873 0.013
H 2.62792 2.05984 4.90452 0.100
H 1.45779 6.60202 0.75400 0.085
H -2.50960 -0.09728 -3.47526 0.067
H 2.27771 3.91443 -0.37487 0.057
H -3.96102 -3.33873 2.37261 0.081
C 4.53386 2.46918 0.55189 -0.491
H 1.45684 -3.49760 -1.83892 0.060
C 0.83227 5.76439 1.09669 -0.084
O -2.21615 0.48671 -1.22412 -0.175
H 4.29670 3.28476 -1.49607 0.081
C 1.71147 -4.04709 1.50935 -0.061
O 1.11092 -0.14654 -2.04523 -0.141
H 0.86990 0.78905 4.00623 0.103
H -0.25886 5.13023 -0.73087 0.153
H 2.00805 -1.89801 -2.58191 0.048
H -3.34671 1.97588 -2.08317 0.095
H -7.13711 -1.39012 1.90083 0.070
H 4.21228 0.34217 0.51704 0.072
H -2.90972 -2.20541 1.59152 0.060
C -3.21820 -2.90505 -2.63717 -0.055
H -3.45334 -1.81620 3.16419 0.067
H 2.75194 -4.31497 1.48995 0.073
H -1.71382 -0.87116 -1.80700 0.011
O -4.95830 -0.28895 1.29433 -0.055
H -0.31215 2.65833 0.00636 0.066
H 5.32108 3.22625 0.88641 0.155
O -0.13290 -3.18324 0.23098 -0.014
H -0.80353 3.61300 1.42720 0.062
H -6.09954 -1.53071 3.34279 0.076
H -3.35480 -1.03198 -4.62183 0.063
H 0.84045 3.09683 1.31549 0.064
O -1.21029 -1.61469 -2.19904 -0.143
H -3.90281 -3.30096 -3.39227 0.088
H -3.84459 -2.28781 -2.00000 0.073
C -2.07662 -2.18581 -3.27888 -0.383
H 0.34113 -0.72242 -2.27025 0.045
H 0.46143 0.19442 -0.13157 0.025
C 4.63820 2.40925 -0.95649 -0.052
O 3.27204 2.85842 1.00349 -0.065
H 1.35506 5.16374 1.89833 0.091
O 1.63094 4.51010 -0.83548 -0.082
H 1.55334 -3.62982 2.48877 0.071
O 2.67677 1.88279 3.94453 -0.133
H -1.41733 -2.93114 -3.71561 0.133
H 4.44943 1.02981 2.18937 0.069
H 3.19708 -0.58926 -2.05704 0.058
C 1.69391 -4.09017 -0.91905 -0.055
H -0.02942 6.24344 1.58201 0.083
H 2.10839 0.38972 2.63802 0.083
C -2.39912 -0.97212 -4.16504 -0.021
C -5.01912 -1.67854 1.54142 -0.492
H -1.66425 -0.61869 -4.89833 0.089
H 1.20409 -5.02281 1.47641 0.095
C 1.97753 0.70009 3.72440 -0.200
C -2.31226 1.78062 -1.73776 -0.139
H -1.67032 1.88432 -2.63891 0.100
C -0.02141 3.48875 0.73738 -0.055
```

Properties
* HOMO level: -9.68 eV
* SMILES: CC(C)O.CC(C)O.CC(C)O.CC(C)O.CC(C)O.CO.CO.CO.O
* Kohn-Sham gap: 0.3745 Eh

***

Which one is most stable, and which one is least stable? 1 is the most stable of them, while 2 is the least stable.